Entry 1:
This record from OMol25 describes a 10-piece molecular cluster, C10H40N20O10 overall at a distorted geometry. The level of theory is wB97M-V/def2-TZVPD.

Summary:
**Energy relative to the best compared isomer or geometry (same formula, charge and spin)**: 34.5 kcal per mole
**HOMO level**: -8.50 eV
**Gap between HOMO and LUMO**: 8.64 eV
**SMILES**: NC(N)=O.NC(N)=O.NC(N)=O.NC(N)=O.NC(N)=O.NC(N)=O.NC(N)=O.NC(N)=O.NC(N)=O.NC(N)=O

ORCA input file:
```
! RIJCOSX wB97M-V def2-TZVPD def2/J DEFGRID3
* xyz 0 1
C -20.105 20.502 8.024
O -20.370 20.168 9.193
N -19.435 21.620 7.639
N -20.354 19.733 6.951
H -19.160 21.650 6.670
H -19.038 22.237 8.324
H -21.125 19.083 6.930
H -20.052 19.925 6.007
C -19.041 16.249 9.415
O -18.469 15.295 8.877
N -19.393 16.258 10.704
N -19.110 17.442 8.757
H -19.043 15.473 11.227
H -19.760 17.066 11.175
H -18.811 17.343 7.798
H -19.475 18.281 9.186
C -18.489 17.825 4.704
O -18.827 18.994 4.440
N -17.443 17.136 4.186
N -19.148 17.018 5.579
H -16.922 17.562 3.416
H -17.291 16.200 4.516
H -19.958 17.412 6.033
H -18.805 16.081 5.674
C -16.530 14.909 0.300
O -16.303 14.471 1.429
N -16.651 14.143 -0.814
N -16.674 16.211 -0.026
H -16.492 13.152 -0.727
H -16.684 14.459 -1.764
H -16.879 16.421 -0.982
H -16.552 16.914 0.692
C -18.083 22.749 5.143
O -17.136 22.316 5.778
N -18.465 24.038 5.060
N -18.913 21.918 4.440
H -18.126 24.692 5.741
H -19.141 24.320 4.375
H -18.894 20.912 4.320
H -19.593 22.404 3.880
C -21.047 13.455 5.840
O -20.914 12.308 5.410
N -20.017 14.089 6.432
N -22.090 14.333 5.730
H -19.172 13.554 6.274
H -19.975 14.885 7.041
H -22.955 14.144 5.253
H -21.940 15.318 5.915
C -17.563 13.512 3.768
O -17.304 14.540 4.414
N -18.596 13.408 2.920
N -16.909 12.380 4.030
H -18.849 12.568 2.440
H -18.832 14.356 2.664
H -17.223 11.535 3.589
H -16.130 12.458 4.659
C -22.670 17.025 7.744
O -21.688 16.957 7.010
N -23.914 17.558 7.396
N -22.608 17.038 9.101
H -24.082 17.828 6.443
H -24.332 18.034 8.168
H -21.735 16.855 9.568
H -23.504 17.015 9.547
C -16.976 19.102 1.334
O -16.355 18.300 2.025
N -16.510 19.533 0.146
N -18.166 19.659 1.663
H -17.097 20.089 -0.448
H -15.685 19.106 -0.240
H -18.566 19.443 2.571
H -18.606 20.281 1.013
C -13.449 15.530 3.557
O -12.339 15.780 4.043
N -14.594 15.738 4.230
N -13.618 15.130 2.299
H -14.562 15.872 5.224
H -15.450 15.432 3.797
H -14.569 15.009 1.966
H -12.841 15.042 1.672
*
```


Entry 2:
This record from OMol25 describes a 10-piece molecular cluster, C10H40N8O10 overall at a distorted geometry. The level of theory is wB97M-V/def2-TZVPD.

Summary:
**Energy relative to the best compared isomer or geometry (same formula, charge and spin)**: 12.9 kcal per mole
**HOMO level**: -9.64 eV
**Gap between HOMO and LUMO**: 9.98 eV
**SMILES**: NC(N)=O.NC(N)=O.NC(N)=O.NC(N)=O.CO.CO.CO.CO.CO.CO

ORCA input file:
```
! RIJCOSX wB97M-V def2-TZVPD def2/J DEFGRID3
* xyz 0 1
C 4.216 -1.648 -0.736
O 3.478 -0.911 -1.730
H 3.604 -2.429 -0.324
H 5.150 -2.130 -1.043
H 4.426 -1.045 0.132
H 2.813 -0.409 -1.212
C -2.283 0.291 4.181
O -1.373 0.160 5.284
H -2.687 1.262 4.374
H -1.818 0.242 3.168
H -2.996 -0.555 4.145
H -1.035 -0.758 5.317
C 0.846 1.464 -4.834
O 0.814 0.672 -3.698
H 1.730 2.071 -5.056
H 0.656 0.801 -5.661
H -0.065 2.099 -4.875
H 0.112 1.021 -3.134
C 0.841 -4.297 2.090
O 0.146 -3.158 2.634
H 1.913 -4.031 2.078
H 0.706 -5.090 2.854
H 0.318 -4.572 1.146
H 0.404 -2.420 2.049
C -2.433 1.807 -1.905
O -2.225 0.534 -1.309
H -3.401 2.192 -1.584
H -1.652 2.601 -1.755
H -2.552 1.627 -2.988
H -3.101 0.078 -1.283
C -0.765 4.405 2.821
O -1.031 3.176 3.498
H -1.636 5.114 2.808
H 0.007 4.925 3.419
H -0.516 4.228 1.749
H -1.560 3.371 4.274
C -3.361 -2.239 0.496
O -3.873 -1.768 -0.521
N -3.624 -1.807 1.737
N -2.373 -3.137 0.529
H -4.459 -1.298 1.956
H -3.307 -2.455 2.448
H -1.836 -3.224 1.334
H -2.007 -3.465 -0.332
C 0.039 -2.982 -2.130
O -0.776 -3.768 -1.622
N 1.139 -3.497 -2.730
N -0.218 -1.671 -2.337
H 1.515 -4.337 -2.314
H 1.792 -2.728 -2.848
H -1.017 -1.178 -1.968
H 0.546 -1.099 -2.737
C 2.159 3.537 -0.985
O 1.301 3.620 -0.095
N 3.299 2.682 -0.967
N 2.124 4.140 -2.217
H 3.292 1.926 -0.310
H 3.498 2.367 -1.918
H 2.708 4.021 -3.023
H 1.273 4.572 -2.492
C 0.840 0.268 0.893
O 1.833 0.143 0.206
N 0.507 1.421 1.402
N -0.083 -0.711 0.969
H -0.031 1.686 2.235
H 1.057 2.213 1.083
H -1.062 -0.416 0.973
H 0.053 -1.505 0.390
*
```


Entry 3:
This record from OMol25 describes C10H43BFN16NbO12PS as an isolated structure at a distorted geometry. The level of theory is wB97M-V/def2-TZVPD.

Summary:
**Energy relative to the best compared isomer or geometry (same formula, charge and spin)**: 0.0 kcal per mole
**HOMO level**: -4.83 eV
**Gap between HOMO and LUMO**: 6.10 eV

ORCA input file:
```
! RIJCOSX wB97M-V def2-TZVPD def2/J DEFGRID3
* xyz -1 1
C 2.158 -4.104 2.435
P 0.872 -2.836 2.030
C 1.572 -1.944 0.562
Nb -1.296 -3.846 1.347
B -2.743 -2.047 1.881
O -3.046 -1.768 3.208
O -3.289 -1.108 0.965
S -3.352 -5.120 0.338
O -3.230 -5.312 -1.093
O -3.550 -6.330 1.088
F -4.781 -4.340 0.494
H 3.155 -3.678 2.330
H 2.025 -4.943 1.760
H 2.037 -4.440 3.462
H 0.811 -1.889 -0.205
H 2.423 -2.517 0.186
H 1.910 -0.941 0.819
H -1.556 -4.396 3.091
H -0.567 -5.452 0.774
H -1.065 -3.003 -0.285
H -3.986 -1.901 3.394
H -2.670 -0.366 0.964
C -0.491 1.198 -0.687
O -0.258 0.799 0.438
N -1.609 0.812 -1.386
N 0.326 2.077 -1.345
H -1.831 1.131 -2.312
H -2.211 0.150 -0.929
H 1.159 2.380 -0.874
H 0.152 2.396 -2.280
C -5.437 0.984 4.548
O -5.493 0.072 5.352
N -4.748 0.911 3.378
N -6.089 2.179 4.769
H -4.726 1.660 2.714
H -4.244 0.062 3.163
H -6.609 2.263 5.621
H -6.067 2.947 4.128
C -1.538 -2.033 -4.133
O -0.714 -1.184 -4.440
N -1.791 -3.123 -4.929
N -2.284 -1.965 -3.000
H -2.457 -3.833 -4.690
H -1.265 -3.200 -5.778
H -2.101 -1.201 -2.384
H -2.972 -2.647 -2.736
C 0.440 5.745 -0.301
O 1.399 5.346 -0.953
N -0.701 5.023 -0.178
N 0.454 6.954 0.341
H -1.496 5.328 0.351
H -0.726 4.128 -0.638
H 1.295 7.499 0.296
H -0.314 7.294 0.889
C 5.019 6.810 -2.693
O 6.040 7.456 -2.840
N 4.664 5.783 -3.525
N 4.121 7.061 -1.691
H 3.827 5.242 -3.404
H 5.287 5.566 -4.279
H 4.339 7.809 -1.060
H 3.273 6.535 -1.557
C 1.989 -5.105 -2.255
O 2.589 -5.008 -1.200
N 2.663 -5.278 -3.448
N 0.636 -5.052 -2.373
H 2.204 -5.356 -4.335
H 3.663 -5.315 -3.404
H 0.075 -4.920 -1.548
H 0.167 -5.124 -3.255
C 0.508 7.838 -4.236
O 0.703 8.165 -5.392
N 1.514 7.549 -3.361
N -0.757 7.729 -3.711
H 1.349 7.269 -2.412
H 2.459 7.602 -3.695
H -1.525 7.928 -4.323
H -0.937 7.450 -2.766
C 3.289 -5.908 6.055
O 3.011 -4.964 5.343
N 2.486 -6.306 7.090
N 4.424 -6.655 5.871
H 2.688 -7.090 7.679
H 1.638 -5.788 7.230
H 5.020 -6.395 5.108
H 4.665 -7.445 6.438
*
```


Entry 4:
This record from OMol25 describes C10H44BCrO10 as an isolated structure at a distorted geometry. The level of theory is wB97M-V/def2-TZVPD.

Summary:
**HOMO level (alpha / beta)**: -17.96 / -17.32 eV
**Gap between HOMO and LUMO (alpha / beta)**: 5.23 / 2.48 eV

ORCA input file:
```
! RIJCOSX wB97M-V def2-TZVPD def2/J DEFGRID3
* xyz 3 5
Cr -0.973 -0.676 -1.716
B -0.020 -0.414 0.218
H 0.204 0.261 -0.593
H -0.965 -0.128 0.654
H -0.139 -1.377 -0.254
H 0.788 -0.522 0.925
C -3.018 2.073 -1.557
O -2.001 1.289 -0.944
H -3.184 1.840 -2.609
H -3.936 1.886 -0.999
H -2.769 3.124 -1.414
H -1.906 1.704 -0.084
C -3.269 -1.665 0.499
O -2.897 -1.307 -0.822
H -2.371 -1.752 1.112
H -3.975 -0.929 0.883
H -3.742 -2.646 0.551
H -3.749 -1.280 -1.263
C 0.037 -2.837 3.178
O -0.255 -1.490 2.964
H 0.267 -3.373 2.257
H 0.875 -3.007 3.855
H -0.837 -3.345 3.584
H 0.114 -1.105 2.166
C 4.076 -1.844 1.174
O 4.907 -1.413 0.124
H 3.348 -2.605 0.895
H 4.711 -2.348 1.902
H 3.543 -1.049 1.696
H 5.120 -2.212 -0.364
C 1.636 1.733 3.004
O 2.050 3.098 3.056
H 2.440 0.998 3.035
H 1.030 1.570 3.895
H 0.929 1.505 2.206
H 1.333 3.712 2.878
C 1.252 3.313 -0.691
O 0.259 3.487 -1.655
H 1.875 2.471 -0.993
H 1.863 4.215 -0.662
H 0.857 3.126 0.308
H -0.218 4.295 -1.452
C 2.356 -1.312 -1.960
O 1.122 -1.236 -2.614
H 2.765 -2.279 -2.254
H 3.031 -0.578 -2.400
H 2.306 -1.230 -0.874
H 1.362 -1.292 -3.542
C -2.618 2.345 2.462
O -1.760 2.907 1.455
H -2.625 1.258 2.384
H -2.366 2.632 3.483
H -3.645 2.656 2.273
H -1.254 3.585 1.908
C -0.773 -3.935 -0.877
O -0.988 -2.942 -1.847
H -0.857 -3.571 0.147
H -1.330 -4.846 -1.096
H 0.276 -4.231 -0.860
H -0.975 -3.434 -2.671
C 0.575 1.399 -4.038
O -0.030 1.142 -2.769
H 1.549 1.836 -3.819
H 0.546 0.569 -4.744
H -0.017 2.226 -4.429
H 0.057 1.953 -2.263
*
```